{
  "formula": "C5H13N3O2",
  "method": "the ωB97M-V functional and the def2-TZVPD basis",
  "total_charge": 0,
  "largest_force_ev_per_a": 8.75,
  "orbital_gap_ev": 9.94,
  "e_homo_ev": -9.6,
  "e_tot_ha": -512.8538,
  "relative_energy_kcal_mol": 151.54,
  "symbols": ["C", "H", "H", "O", "C", "N", "H", "H", "H", "C", "H", "C", "H", "H", "H", "N", "H", "C", "H", "H", "H", "N", "O"],
  "coordinates": [[-0.4209, -0.7266, 1.8612], [-1.1478, 1.0990, 0.5059], [-0.2821, 1.5451, 2.1525], [1.8260, 1.6423, -1.8515], [-1.0280, 0.7771, 1.6245], [1.8356, -0.7367, -0.6542], [-2.3022, 1.8432, 2.9711], [-1.4725, -2.0018, 0.2657], [-0.0130, 2.1294, -2.1353], [-0.3595, -1.6731, 0.5247], [-3.0887, 1.2242, 1.6075], [0.3408, -0.9820, -0.7873], [-1.1608, -1.2698, 2.6244], [2.3843, -1.6019, -0.8839], [0.1662, -1.7359, -1.6963], [0.8181, 1.8693, -2.7465], [0.6023, -0.6249, 2.4407], [2.1863, 0.2155, -1.8160], [0.5198, 0.9464, -3.1744], [0.2439, -2.6546, 0.7986], [-0.1580, 0.0274, -1.1137], [-2.3742, 0.9945, 2.3458], [2.8844, -0.3061, -2.8634]],
  "mulliken_charge": [-0.6209, 0.1082, 0.2325, -0.1432, -0.1491, -0.3000, 0.2483, 0.2831, 0.3039, -0.6241, 0.2453, -0.2133, 0.3328, 0.3189, 0.2784, -0.5306, 0.2969, 0.4655, 0.3218, 0.2828, 0.0284, -0.6376, -0.5278]
}

{
  "formula": "C3H10IN5",
  "method": "the ωB97M-V functional and the def2-TZVPD basis",
  "total_charge": 2,
  "largest_force_ev_per_a": 4.61,
  "orbital_gap_ev": [6.80, 7.15],
  "e_homo_ev": [-16.4, -16.4],
  "e_tot_ha": -691.0097,
  "relative_energy_kcal_mol": 93.50,
  "symbols": ["N", "H", "H", "C", "C", "H", "H", "N", "N", "C", "N", "I", "H", "H", "H", "H", "N", "H", "H"],
  "coordinates": [[0.0586, 0.4265, -0.8308], [-2.2016, 1.8073, -0.6303], [-1.3437, -0.3971, 1.9226], [-0.3133, -0.2027, 0.2313], [2.0300, -3.1999, -1.8971], [0.7156, -0.0715, -1.4241], [1.5357, -4.1722, -1.6284], [2.2526, -2.1141, -1.0826], [-1.0616, 0.3090, 1.2274], [-1.3392, 1.6940, 1.3111], [-1.1176, 2.2994, 2.4510], [1.7172, -2.0316, 0.7170], [-0.0658, 1.4111, -1.1207], [3.0541, -3.5700, -2.3345], [1.4832, -2.8332, -2.8675], [-1.1463, 3.3901, 2.5363], [-1.7955, 2.2507, 0.1969], [-1.9195, 3.2011, 0.1849], [-0.5428, 1.8033, 3.0373]],
  "mulliken_charge": [-0.2006, 0.3332, 0.3422, -0.1918, -0.5499, 0.2451, 0.3219, -0.3517, -0.1005, 0.5633, -0.3451, 0.7275, 0.2459, 0.3045, 0.2895, 0.3178, -0.3808, 0.1840, 0.2453]
}

{
  "formula": "C25H22N4O3",
  "method": "the ωB97M-V functional and the def2-TZVPD basis",
  "total_charge": 0,
  "largest_force_ev_per_a": 1.20,
  "orbital_gap_ev": 8.08,
  "e_homo_ev": -7.9,
  "e_tot_ha": -1410.5898,
  "relative_energy_kcal_mol": 2.81,
  "symbols": ["C", "C", "H", "C", "C", "C", "C", "H", "H", "C", "H", "H", "C", "H", "C", "N", "H", "H", "H", "O", "C", "H", "H", "C", "N", "H", "C", "H", "H", "H", "O", "C", "C", "H", "C", "C", "C", "O", "H", "C", "C", "H", "C", "C", "C", "H", "H", "C", "H", "N", "C", "C", "N", "H"],
  "coordinates": [[0.8400, -5.4252, 1.0743], [0.7056, 0.5987, -1.7078], [0.1719, -2.6498, -0.7202], [-1.8735, 2.8824, 1.6869], [-2.0220, 5.1741, 5.2286], [2.7056, -4.7564, -0.0328], [0.0926, -4.3698, 0.5682], [-0.9452, -4.2489, 0.8369], [-3.4303, -2.5223, -2.7743], [-1.5092, -0.2195, -1.1849], [-4.5656, 3.0316, 1.9866], [-1.7803, 5.6647, 6.1701], [-0.4118, -1.0702, -3.1920], [-2.8689, 4.1724, 3.0735], [2.0544, -3.6695, -0.6204], [2.1165, -5.6079, 0.7847], [3.7557, -4.9492, -0.2087], [-2.3166, 5.9311, 4.4942], [3.5406, -0.6761, -2.9017], [-2.8861, 2.7573, 0.7972], [-2.5905, -1.8764, -2.5625], [-2.8517, 4.4776, 5.3883], [-4.0093, 4.4798, 1.0962], [-1.9517, 3.6587, 2.8394], [2.1772, -1.5961, -1.6362], [4.8699, -2.9096, -1.6120], [-0.5738, 1.3653, 0.1806], [0.4040, -6.1564, 1.7420], [3.9957, -4.2454, -2.3718], [1.1715, 3.2210, 4.0437], [2.4154, 1.5033, -3.1455], [-4.1133, 3.3897, 1.0558], [0.7083, -3.4818, -0.2918], [-4.7590, 3.1241, 0.2202], [-0.6764, 2.2138, 1.3755], [0.3326, 3.1205, 3.3751], [-0.3841, -0.2405, -2.0550], [-0.8497, 4.5020, 4.8388], [0.4252, -1.0580, -3.8751], [0.6026, 1.4094, -0.6105], [-2.6053, -1.0640, -1.4637], [-3.4450, -1.0346, -0.7874], [-0.8572, 3.7755, 3.6888], [0.4106, 2.3578, 2.2313], [3.9994, -3.1707, -2.2150], [4.0969, -2.6859, -3.1859], [1.4076, 2.0772, -0.3449], [-1.4917, -1.8739, -3.4360], [-1.5070, -2.5110, -4.3081], [2.6561, -0.6024, -2.3963], [2.7350, -2.7375, -1.5230], [1.9748, 0.5828, -2.4956], [-1.5720, 0.5654, -0.0964], [1.3275, 1.8339, 2.0067]],
  "mulliken_charge": [-0.3181, 0.6601, 0.2396, 0.2771, -0.8141, -0.4529, -0.5422, 0.4191, 0.4131, -0.0078, 0.3727, 0.2386, -0.4704, 0.5355, 0.3516, -0.6272, 0.4110, 0.3239, 0.2285, -0.3861, -0.5935, 0.3264, 0.3508, -0.3574, 0.1027, 0.3464, 0.8764, 0.3687, 0.4369, 0.4378, -0.6410, -0.9815, 0.1483, 0.2561, -0.0455, -0.8524, 0.8084, -0.4625, 0.4780, -1.0051, -0.3687, 0.4981, 0.4922, -0.4674, -1.8042, 0.4733, 0.6603, -0.7959, 0.4139, -0.3552, 0.8837, -0.4910, -0.5595, 0.5708]
}

{
  "formula": "C39H44ClN5O6",
  "method": "the ωB97M-V functional and the def2-TZVPD basis",
  "total_charge": 0,
  "largest_force_ev_per_a": 14.02,
  "orbital_gap_ev": 7.33,
  "e_homo_ev": -7.5,
  "e_tot_ha": -2697.4415,
  "relative_energy_kcal_mol": 50.39,
  "symbols": ["H", "H", "N", "H", "H", "C", "H", "C", "C", "N", "C", "C", "C", "H", "H", "H", "C", "H", "O", "O", "C", "N", "N", "C", "H", "H", "C", "H", "C", "C", "C", "O", "H", "C", "H", "C", "H", "C", "H", "H", "H", "H", "H", "C", "C", "C", "O", "H", "C", "H", "C", "H", "H", "H", "C", "C", "H", "Cl", "N", "H", "C", "H", "C", "C", "H", "H", "H", "H", "H", "C", "H", "H", "O", "O", "C", "C", "C", "H", "C", "H", "C", "C", "H", "H", "C", "C", "H", "H", "H", "C", "C", "C", "H", "H", "C"],
  "coordinates": [[-0.2200, 39.9190, -0.6680], [6.9660, 43.6470, 7.4140], [4.3880, 40.4540, 3.1490], [6.7130, 44.3870, 2.9340], [0.1980, 40.6700, 4.7470], [3.9050, 45.1720, 9.1640], [2.5930, 39.7840, 8.6290], [2.2740, 39.5110, 3.0570], [9.7140, 39.0750, 2.7740], [0.8940, 44.1180, 1.9170], [7.3630, 43.7430, 6.3430], [1.2250, 37.1380, 5.4530], [2.1960, 46.0140, 2.5850], [8.4720, 36.3600, 1.3300], [4.1210, 44.0370, 0.7990], [4.5400, 37.3970, 4.6640], [3.3030, 44.3050, 1.4910], [3.1100, 40.2890, -3.4380], [1.9380, 39.2230, 8.2000], [10.5080, 42.4000, 4.7730], [10.5030, 37.0950, 1.0350], [2.2560, 40.7070, 3.8770], [3.9070, 43.8720, 8.8540], [9.1390, 37.0600, 1.5540], [0.2930, 36.6460, 5.0540], [3.3390, 36.0390, 3.1240], [3.4130, 45.5850, 2.1040], [2.3610, 46.9890, 3.1810], [1.0840, 38.0380, 6.3930], [10.9560, 39.0960, 2.2550], [0.9510, 41.2300, 4.3750], [5.4500, 44.8240, 5.2780], [4.2270, 38.3060, -1.9010], [3.4680, 38.4080, 6.4150], [0.4870, 41.7850, 3.5440], [1.1610, 42.2080, 5.6660], [0.9840, 41.0660, -2.5440], [3.5310, 41.2350, 3.8700], [4.2140, 46.2110, 1.8550], [2.9590, 37.3480, -0.3390], [0.5260, 43.5670, 9.4570], [3.7040, 42.3060, 4.3220], [0.6610, 46.0090, 9.7950], [2.4550, 36.7950, 4.6330], [0.7540, 39.4790, -1.0850], [8.5810, 43.5960, 3.8810], [7.5930, 38.0510, 3.0230], [10.6370, 36.3490, 0.1930], [7.2700, 44.1230, 3.9830], [4.0530, 38.4370, 1.9640], [8.6930, 43.0820, 6.2730], [10.9520, 41.8040, 5.2460], [0.2580, 45.4980, 2.8990], [2.0410, 42.6960, 0.8830], [6.6450, 44.2450, 5.1870], [2.0490, 43.5510, 1.3990], [4.3820, 38.8380, 6.7960], [5.5610, 36.1330, 1.7510], [1.2580, 38.3870, -0.4560], [5.1090, 45.0970, 6.1760], [1.3390, 40.1760, -2.1470], [1.4080, 39.0870, 2.7900], [2.5300, 38.0300, -0.7610], [9.3290, 43.0620, 4.9530], [7.0220, 37.6220, 2.5710], [0.0270, 38.1460, 6.5950], [5.9830, 41.7210, 2.6010], [6.2410, 40.5650, 3.9110], [9.2480, 39.8040, 3.3760], [3.6350, 39.3610, 2.7090], [9.0750, 42.7730, 7.0450], [4.9150, 45.5840, 9.3680], [12.6520, 38.0770, 0.9650], [2.5810, 35.9490, 3.6630], [3.2420, 38.6860, -1.8300], [2.8020, 46.0130, 9.5120], [1.4920, 45.4250, 9.4450], [0.2830, 42.6760, 6.1700], [8.8130, 38.1630, 2.4140], [1.5640, 41.4230, 6.3130], [2.2070, 38.6920, 6.9950], [11.4110, 38.0840, 1.4420], [1.7460, 43.1400, 5.3080], [6.1970, 39.7740, 2.4590], [1.1110, 45.2150, 2.5330], [1.3780, 44.0070, 9.2880], [2.4590, 42.2970, 8.6190], [11.5630, 40.1080, 2.6470], [12.5580, 37.6620, 0.0930], [3.6330, 37.4800, 5.0900], [2.5700, 43.3360, 8.8740], [5.7790, 40.6480, 2.9640], [3.0960, 47.1030, 9.4530], [8.9850, 43.2190, 2.8230], [2.6660, 39.7310, -2.5280]],
  "mulliken_charge": [0.2943, 0.1830, 0.7013, 0.1600, 0.4778, -0.0407, 0.3528, -1.1319, -0.4713, -0.5607, -0.3292, -0.5905, -0.3220, 0.5859, 0.4177, 1.0896, -0.1357, 0.2779, -0.5643, -0.4907, -0.4012, 1.2261, -0.4178, -0.8488, 0.2551, 0.1857, -0.3555, 0.2627, -0.5049, -0.1154, -1.0736, -0.4711, 0.4462, -0.8531, 0.4415, -0.8198, 0.4827, -0.6806, 0.5200, 1.0146, 0.6225, 0.1146, 0.4048, -0.1560, -0.1583, -0.3380, -0.1876, 0.1799, 0.0429, -0.0249, -1.2530, 0.3011, 0.6030, 0.9964, 0.5686, -0.9923, 0.4209, -0.7548, -0.5159, 0.2097, -0.4723, 0.9807, -0.7159, 0.3758, -0.1432, 0.4032, 0.1323, 0.4430, 0.5063, -0.1371, 0.8450, 0.4038, -0.5535, -0.5041, -0.4003, -0.5293, -0.3792, 0.4788, 0.3173, 0.0458, 0.8742, 0.5944, 0.2257, 0.3935, -0.4075, -0.6457, 0.4070, 0.0959, 0.3075, -0.5029, -0.1075, -0.8601, 0.2997, 0.1914, -0.2424]
}